The following is a quantum chemistry calculation of an isolated molecule of C16H18ClNO3, from the OMol25 dataset.

As for the spin multiplicity: 1. As for the energy above the lowest of the compared OMol25 structures with the same formula, charge and spin: 0.0 kJ/mol. For the HOMO energy, the calculation gives -8.8 eV. The SMILES is O=C1CC(c2cccc(Cl)c2)CC(=O)C1=CNCCCO. Its strongest force on any atom is 0.6 eV/Å.

Positions of all 39 atoms, in Å:
O  -1.22606  -2.54240  -1.38142
C  -0.69290  -1.52043  -0.98968
C  0.57707  -1.56847  -0.16468
C  0.68143  -0.38472  0.79611
C  1.92162  -0.47664  1.64879
C  1.82029  -0.59617  3.02907
C  2.95387  -0.68496  3.81809
C  4.21209  -0.65526  3.24447
C  4.31283  -0.53698  1.86804
Cl  5.87672  -0.49817  1.12704
C  3.18542  -0.44909  1.07128
C  0.65180  0.90913  -0.01628
C  -0.60650  1.02862  -0.84403
O  -1.06460  2.14041  -1.11044
C  -1.22366  -0.19568  -1.29754
C  -2.38860  -0.15269  -2.04957
N  -2.97941  0.95274  -2.44209
C  -4.23106  1.03523  -3.14196
C  -5.29578  1.72600  -2.28627
C  -5.64283  0.91396  -1.03363
O  -6.65664  1.51606  -0.26997
H  0.60555  -2.51830  0.37255
H  1.41908  -1.56193  -0.86251
H  -0.19286  -0.39851  1.45700
H  0.84450  -0.62084  3.49153
H  2.85860  -0.77788  4.88932
H  5.10119  -0.72284  3.85079
H  3.30363  -0.36051  0.00264
H  0.72942  1.78647  0.62929
H  1.49801  0.93835  -0.70870
H  -2.83086  -1.10064  -2.34030
H  -2.51661  1.81331  -2.12245
H  -4.08492  1.60864  -4.06390
H  -4.55660  0.02556  -3.40541
H  -6.20050  1.86448  -2.87968
H  -4.93124  2.71294  -1.98801
H  -6.03726  -0.06462  -1.31828
H  -4.73879  0.76053  -0.42637
H  -6.35216  2.37828  0.03474